# 1
The following is a quantum chemistry calculation of 9 unconnected molecules or ions with the total composition C27H64F6N8O7P, from OMol25.

Computed properties:
Net charge: -1
Energy relative to the best compared isomer or geometry (same formula, charge and spin) (kJ/mol): 0.0

Cartesian coordinates (Å):
P: 11.746 -14.815 9.649
F: 12.038 -13.393 10.348
F: 13.113 -14.681 8.753
F: 12.613 -15.559 10.783
F: 11.455 -16.239 8.925
F: 10.392 -14.958 10.466
F: 10.976 -14.050 8.431
C: 15.448 -16.556 9.380
C: 15.880 -16.427 10.823
N: 17.199 -15.854 10.990
C: 17.406 -15.366 12.354
C: 17.550 -16.436 13.412
C: 18.237 -16.745 10.505
C: 19.649 -16.205 10.717
H: 14.436 -16.946 9.263
H: 16.079 -17.270 8.831
H: 15.460 -15.630 8.812
H: 15.166 -15.699 11.239
H: 15.676 -17.333 11.414
H: 18.251 -14.677 12.403
H: 16.515 -14.766 12.555
H: 16.817 -17.250 13.322
H: 18.496 -16.984 13.366
H: 17.385 -16.102 14.439
H: 18.133 -16.855 9.424
H: 18.169 -17.767 10.921
H: 19.794 -15.257 10.196
H: 20.372 -16.913 10.302
H: 19.925 -16.065 11.763
C: 9.801 -11.164 11.016
O: 8.606 -11.136 11.289
N: 10.460 -10.305 10.217
C: 11.762 -10.642 9.691
C: 9.779 -9.136 9.697
H: 10.430 -12.021 11.313
H: 12.457 -10.867 10.509
H: 12.226 -9.785 9.202
H: 11.756 -11.495 9.011
H: 10.414 -8.252 9.780
H: 9.544 -9.288 8.640
H: 8.881 -8.973 10.285
C: 12.692 -16.782 3.883
O: 13.610 -16.051 3.554
N: 12.486 -17.286 5.112
C: 11.575 -18.393 5.275
C: 13.460 -17.085 6.176
H: 11.906 -17.066 3.161
H: 12.137 -19.336 5.225
H: 10.783 -18.425 4.531
H: 11.092 -18.341 6.252
H: 14.188 -17.904 6.176
H: 13.956 -16.145 5.977
H: 12.929 -17.038 7.125
C: 8.591 -14.873 3.788
O: 7.863 -15.577 4.446
N: 9.774 -14.352 4.186
C: 10.677 -13.708 3.220
C: 10.297 -14.472 5.527
H: 8.313 -14.540 2.770
H: 10.589 -12.626 3.312
H: 10.417 -14.029 2.210
H: 11.686 -14.088 3.376
H: 11.247 -15.009 5.583
H: 10.498 -13.468 5.919
H: 9.603 -14.959 6.207
C: 7.577 -14.194 8.724
O: 7.210 -14.524 7.609
N: 7.105 -14.717 9.876
C: 7.642 -14.295 11.131
C: 6.153 -15.792 9.875
H: 8.326 -13.399 8.844
H: 8.254 -15.049 11.649
H: 6.864 -14.110 11.887
H: 8.257 -13.404 11.087
H: 6.626 -16.747 10.127
H: 5.458 -15.607 10.706
H: 5.588 -15.838 8.953
C: 13.011 -16.925 13.724
O: 13.095 -16.364 14.796
N: 12.297 -18.044 13.478
C: 12.479 -18.825 12.284
C: 11.402 -18.596 14.469
H: 13.466 -16.533 12.797
H: 13.168 -18.318 11.606
H: 11.547 -18.908 11.717
H: 12.857 -19.814 12.551
H: 11.403 -17.965 15.354
H: 10.392 -18.606 14.053
H: 11.719 -19.594 14.783
C: 14.525 -12.220 4.315
O: 14.662 -11.288 3.536
N: 13.729 -12.232 5.396
C: 13.718 -13.344 6.355
C: 13.089 -11.024 5.831
H: 15.051 -13.181 4.175
H: 13.687 -14.230 5.714
H: 12.817 -13.307 6.949
H: 14.644 -13.466 6.914
H: 13.211 -10.245 5.085
H: 12.030 -11.178 6.059
H: 13.520 -10.688 6.785
C: 15.177 -11.520 11.222
O: 15.232 -10.712 12.139
N: 16.182 -11.786 10.360
C: 16.030 -12.728 9.265
C: 17.486 -11.161 10.476
H: 14.274 -12.115 10.999
H: 16.568 -12.421 8.372
H: 14.963 -12.875 9.099
H: 16.425 -13.696 9.596
H: 18.209 -11.924 10.789
H: 17.771 -10.780 9.497
H: 17.487 -10.394 11.243

Forces on atoms 1 to 2 (eV/Å):
P 0.44 -0.29 -1.31
F 0.26 0.04 0.15

---

# 2
The following is a quantum chemistry calculation of 7 unconnected molecules or ions with the total composition C27H64O27P6, from OMol25.

Cartesian coordinates (Å):
C: 0.332 -3.585 -1.771
C: 1.251 -3.144 -2.878
O: 1.044 -3.964 -4.005
C: 2.709 -3.000 -2.426
C: 3.388 -4.279 -2.025
C: 4.116 -4.321 -0.903
C: 4.753 -5.583 -0.466
O: 5.756 -5.637 0.220
C: 4.062 -6.826 -0.909
C: 3.350 -6.808 -2.031
C: 3.314 -5.543 -2.822
O: 3.303 -5.576 -4.043
H: 0.385 -4.651 -1.575
H: -0.684 -3.391 -2.103
H: 0.465 -2.999 -0.871
H: 0.949 -2.126 -3.145
H: 1.638 -3.674 -4.701
H: 2.640 -2.399 -1.523
H: 3.272 -2.406 -3.143
H: 4.245 -3.447 -0.287
H: 4.153 -7.708 -0.298
H: 2.816 -7.654 -2.423
C: 1.125 1.448 2.374
O: 2.357 1.998 1.872
P: 3.196 1.140 0.838
O: 2.734 -0.240 0.669
O: 4.691 1.295 1.340
C: 5.033 0.675 2.588
O: 3.176 2.034 -0.460
C: 4.007 1.630 -1.560
H: 1.333 0.636 3.069
H: 0.607 2.247 2.899
H: 0.500 1.082 1.562
H: 4.652 -0.345 2.629
H: 4.629 1.259 3.416
H: 6.117 0.655 2.658
H: 3.896 0.563 -1.756
H: 5.050 1.860 -1.343
H: 3.689 2.190 -2.434
C: -3.520 -5.435 1.816
O: -3.952 -4.137 2.263
P: -3.668 -2.883 1.340
O: -2.770 -3.123 0.210
O: -3.167 -1.774 2.363
C: -1.887 -1.999 2.964
O: -5.119 -2.384 0.980
C: -5.238 -1.126 0.297
H: -2.436 -5.511 1.882
H: -3.974 -6.170 2.475
H: -3.838 -5.621 0.792
H: -1.150 -2.297 2.216
H: -1.969 -2.775 3.723
H: -1.562 -1.075 3.432
H: -4.533 -1.069 -0.532
H: -5.062 -0.306 0.993
H: -6.251 -1.059 -0.090
C: -1.609 -3.183 -5.558
O: -0.859 -2.508 -6.587
P: -1.356 -1.090 -7.076
O: -2.676 -0.684 -6.590
O: -1.203 -1.141 -8.655
C: -2.101 -1.997 -9.369
O: -0.148 -0.165 -6.652
C: -0.161 1.207 -7.072
H: -2.546 -3.566 -5.960
H: -1.002 -4.005 -5.199
H: -1.816 -2.508 -4.730
H: -3.125 -1.858 -9.021
H: -1.802 -3.038 -9.241
H: -2.042 -1.732 -10.420
H: -1.136 1.658 -6.883
H: 0.082 1.284 -8.131
H: 0.592 1.734 -6.492
C: 3.752 4.627 1.948
O: 3.301 5.911 1.464
P: 2.824 6.989 2.514
O: 2.652 6.501 3.883
O: 1.519 7.610 1.852
C: 0.368 6.764 1.771
O: 3.874 8.152 2.319
C: 3.624 9.390 2.999
H: 2.910 4.060 2.309
H: 4.212 4.102 1.117
H: 4.486 4.750 2.743
H: 0.193 6.257 2.721
H: 0.502 6.028 0.976
H: -0.487 7.392 1.538
H: 3.349 9.211 4.039
H: 2.831 9.939 2.494
H: 4.541 9.971 2.966
C: -1.061 2.512 -3.487
O: -1.254 3.789 -2.855
P: -0.778 5.083 -3.632
O: 0.033 4.828 -4.825
O: -0.075 5.962 -2.513
C: 1.166 5.478 -1.985
O: -2.129 5.862 -3.865
C: -2.044 7.193 -4.394
H: -0.002 2.256 -3.484
H: -1.609 1.771 -2.912
H: -1.433 2.521 -4.508
H: 1.831 5.162 -2.790
H: 0.981 4.645 -1.306
H: 1.632 6.292 -1.437
H: -1.361 7.229 -5.243
H: -1.710 7.881 -3.619
H: -3.040 7.477 -4.723
C: -4.153 -2.905 5.705
O: -4.261 -2.422 7.056
P: -3.523 -3.223 8.203
O: -2.985 -4.526 7.808
O: -4.579 -3.258 9.386
C: -5.748 -4.062 9.193
O: -2.471 -2.172 8.731
C: -1.739 -2.508 9.918
H: -4.743 -3.812 5.585
H: -4.541 -2.138 5.041
H: -3.116 -3.107 5.453
H: -5.482 -5.044 8.801
H: -6.435 -3.562 8.510
H: -6.228 -4.182 10.160
H: -1.356 -3.527 9.861
H: -2.378 -2.401 10.794
H: -0.905 -1.816 9.995

Forces on atoms 1 to 2 (eV/Å):
C -0.65 -0.12 -0.46
C 0.17 0.83 0.00

---

E_tot: -2972.78556, -5147.32385 (Ha)
Frontier orbital gap: 8.879, 8.962 (eV)
Largest force on an atom: 2.06, 1.21 (eV/A)